# C84H205N19O10

A cluster of 19 separate species, C84H205N19O10 in total in a non-equilibrium geometry (wB97M-V/def2-TZVPD, OMol25).

Calculated values
Spin multiplicity: 1
Energy above the lowest of the compared OMol25 structures with the same formula, charge and spin in eV: 4.528
LUMO level in eV: 0.2723

Bonds (Å) are listed after each position.
Positions of all 318 atoms, in Å:
1 C -1.245 -5.051 7.670  H15 1.090, C84 1.514, H165 1.090, H191 1.090
2 H 1.825 4.816 0.392  C25 1.090
3 H 0.760 -5.350 3.998  C76 1.090
4 H 2.377 -6.210 -3.283  C21 1.090
5 C -5.836 1.046 -1.927  H149 1.090, C206 1.517, H249 1.090, H296 1.090
6 H 2.923 6.006 0.126  C25 1.090
7 C 8.439 6.260 -1.587  H35 1.090, C47 1.564, H121 1.090, H286 1.090
8 C 0.745 -5.415 -5.625  C62 1.512, H140 1.090, H167 1.090, H294 1.090
9 C -3.480 4.973 0.656  C13 1.502, H52 1.090, H242 1.090, H250 1.090
10 H -1.789 -6.652 0.182  N153 1.010
11 C -4.836 -2.305 -1.084  C45 1.599, H135 1.090, N156 1.486, H211 1.090
12 C -6.226 -0.056 1.954  C66 1.454, H82 1.090, H105 1.090, H243 1.090
13 C -4.420 6.037 1.147  C9 1.502, N70 1.435, H80 1.090, H251 1.090
14 N -4.250 -0.713 3.394  C66 1.432, C174 1.483, C226 1.449
15 H -0.314 -4.729 8.135  C1 1.090
16 H 3.648 5.231 -2.035  C32 1.090
17 H 8.034 5.459 -4.846  C228 1.090
18 H -7.519 4.795 -3.033  C160 1.090
19 H -5.816 8.184 0.337  C125 1.090
20 H 2.314 0.269 5.010  C266 1.090
21 C 2.646 -5.156 -3.216  H4 1.090, N59 1.482, H137 1.090, H287 1.090
22 C -0.881 -1.662 8.549  H85 1.090, H90 1.090, C199 1.479, H284 1.090
23 H 0.899 0.700 0.760  C61 1.090
24 H 0.347 -0.125 -7.476  C198 1.090
25 C 2.175 5.441 -0.430  H2 1.090, H6 1.090, C32 1.472, N285 1.529
26 H -3.166 -2.799 4.934  C40 1.090
27 N -0.726 -4.471 5.337  C76 1.423, C84 1.373, H162 1.010
28 C 5.814 -3.932 -0.845  C74 1.544, O101 1.202, N272 1.339
29 H 1.472 -3.158 -0.446  C207 1.090
30 H 7.885 1.770 -1.434  C260 1.090
31 C 1.652 -1.993 6.690  N108 1.495, C238 1.540, H248 1.090, H262 1.090
32 C 2.913 4.677 -1.450  H16 1.090, C25 1.472, H203 1.090, H263 1.090
33 H 2.595 6.079 3.864  C275 1.090
34 H 3.069 8.941 -2.195  C77 1.090
35 H 7.720 6.539 -0.818  C7 1.090
36 H 1.415 -0.342 -8.770  C198 1.090
37 H 0.319 -1.115 4.448  C72 1.090
38 C 2.065 -9.473 -3.830  H71 1.090, H185 1.090, H188 1.090, C245 1.583
39 C -6.711 -3.376 -0.203  H50 1.090, H109 1.090, N156 1.422, C280 1.536
40 C -4.244 -2.691 5.058  H26 1.090, H161 1.090, C174 1.576, H202 1.090
41 H -3.162 -8.566 -1.614  C176 1.090
42 H -4.443 -0.760 1.375  C66 1.090
43 C -1.625 -6.491 -1.858  N153 1.310, O155 1.223, C241 1.533
44 H -3.158 -3.007 -2.601  C45 1.090
45 C -3.673 -2.149 -2.169  C11 1.599, H44 1.090, H118 1.090, H192 1.090
46 H 6.899 -5.631 -2.803  C147 1.090
47 C 8.177 4.817 -2.129  C7 1.564, H87 1.090, N209 1.463, H229 1.090
48 H -7.130 -1.537 -3.073  C297 1.090
49 H -1.724 0.138 -4.623  C293 1.090
50 H -6.202 -3.510 0.752  C39 1.090
51 C 1.124 -1.161 -4.711  N128 1.482, H146 1.090, H157 1.090, H295 1.090
52 H -2.658 5.399 0.082  C9 1.090
53 H 5.311 -3.559 -2.931  C74 1.090
54 H 2.434 6.765 -2.776  C259 1.090
55 H 5.743 2.898 -3.455  C311 1.090
56 H 0.036 3.868 5.354  C93 1.090
57 H 5.190 -1.774 2.487  C177 1.090
58 H 4.798 -11.174 -0.712  C219 1.090
59 N 2.833 -4.656 -4.598  C21 1.482, C62 1.329, H212 1.010
60 H -0.043 8.963 4.785  C184 1.090
61 C 0.753 0.838 -0.312  H23 1.090, H63 1.090, N94 1.407, H119 1.090
62 C 2.090 -4.728 -5.698  C8 1.512, N59 1.329, O182 1.218
63 H 0.217 1.768 -0.498  C61 1.090
64 H 6.754 6.428 -3.346  C214 1.090
65 H -4.881 -2.564 2.957  C174 1.090
66 C -4.796 -0.141 2.200  C12 1.454, N14 1.432, H42 1.090, H141 1.090
67 N 5.270 -4.735 2.965  C86 1.458, C134 1.366, H225 1.010
68 H -2.273 3.154 4.903  C222 1.090
69 H -4.594 4.963 -5.863  C83 1.090
70 N -5.736 5.710 1.617  C13 1.435, C151 1.452, C205 1.448
71 H 1.152 -9.981 -4.140  C38 1.090
72 C 0.212 -0.469 5.320  H37 1.090, N108 1.465, C266 1.603, H269 1.090
73 H -6.613 -4.546 -2.692  C255 1.090
74 C 5.892 -3.090 -2.138  C28 1.544, H53 1.090, H110 1.090, H197 1.090
75 H 6.830 4.330 -5.494  C228 1.090
76 C -0.170 -4.785 4.065  H3 1.090, N27 1.423, H271 1.090, H310 1.090
77 C 2.609 8.336 -1.414  H34 1.090, H88 1.090, C259 1.517, H265 1.090
78 O -0.141 1.632 -3.539  C194 1.192
79 C 2.293 -1.181 -6.982  N128 1.312, O143 1.240, C198 1.552
80 H -4.533 6.668 0.266  C13 1.090
81 C -0.922 7.479 -0.601  H92 1.090, H148 1.090, H235 1.090, C299 1.544
82 H -6.544 0.359 0.997  C12 1.090
83 C -4.763 4.776 -4.803  H69 1.090, C179 1.540, H193 1.090, H303 1.090
84 C -0.938 -5.475 6.250  C1 1.514, N27 1.373, O208 1.191
85 H -1.230 -1.224 9.484  C22 1.090
86 C 6.292 -5.238 3.875  N67 1.458, H111 1.090, H232 1.090, H309 1.090
87 H 8.809 4.884 -3.015  C47 1.090
88 H 2.022 9.079 -0.874  C77 1.090
89 H 1.761 3.712 -7.018  C306 1.090
90 H -1.667 -2.320 8.176  C22 1.090
91 H -6.388 1.270 -3.988  C206 1.090
92 H -0.761 8.410 -1.145  C81 1.090
93 C -0.721 4.634 5.184  H56 1.090, N150 1.511, H220 1.090, C222 1.514
94 N -0.019 -0.197 -0.870  C61 1.407, C132 1.347, H213 1.010
95 H -7.818 -4.803 0.922  C280 1.090
96 H 3.138 -3.424 2.103  C236 1.090
97 H -5.954 7.489 2.763  C151 1.090
98 H -7.656 3.869 2.964  C223 1.090
99 H -4.789 4.996 3.216  C205 1.090
100 H 0.881 7.841 0.472  C299 1.090
101 O 5.294 -3.447 0.124  C28 1.202
102 C 3.462 1.993 2.554  H107 1.090, H133 1.090, H186 1.090, C300 1.468
103 H -1.238 4.846 -3.370  C237 1.090
104 O -0.502 -2.159 -1.769  C132 1.245
105 H -6.628 -1.059 1.810  C12 1.090
106 C -5.743 4.104 -2.110  C160 1.495, H175 1.090, H190 1.090, N278 1.556
107 H 4.364 2.578 2.371  C102 1.090
108 N 0.319 -1.347 6.488  C31 1.495, C72 1.465, C199 1.479
109 H -7.300 -2.460 -0.173  C39 1.090
110 H 5.560 -2.061 -2.007  C74 1.090
111 H 6.625 -4.361 4.428  C86 1.090
112 H 3.843 1.916 -2.719  C239 1.090
113 H 1.009 1.078 4.090  C266 1.090
114 H 1.006 7.681 -2.750  C259 1.090
115 H -2.405 -1.521 1.283  C302 1.090
116 H -7.200 5.278 4.083  C223 1.090
117 H -1.641 8.854 3.784  C184 1.090
118 H -2.876 -1.697 -1.579  C45 1.090
119 H 1.699 0.858 -0.852  C61 1.090
120 H -1.682 7.242 5.735  C274 1.090
121 H 8.558 7.041 -2.338  C7 1.090
122 H -5.445 3.832 2.131  C205 1.090
123 H 5.990 -5.663 0.072  N272 1.010
124 H -2.741 1.505 -4.975  C293 1.090
125 C -6.707 7.820 0.848  H19 1.090, H130 1.090, C151 1.487, H244 1.090
126 H -2.592 4.687 4.175  C222 1.090
127 N 2.860 -8.415 -1.556  C245 1.499, C257 1.470, C258 1.407
128 N 2.218 -1.376 -5.686  C51 1.482, C79 1.312, H230 1.010
129 H -5.944 -1.663 4.154  C174 1.090
130 H -7.375 7.286 0.171  C125 1.090
131 H -1.411 3.447 3.474  C222 1.090
132 C 0.167 -1.530 -0.928  N94 1.347, O104 1.245, C207 1.448
133 H 3.401 2.046 3.641  C102 1.090
134 C 3.959 -5.062 3.165  N67 1.366, C236 1.499, O315 1.211
135 H -4.405 -2.608 -0.130  C11 1.090
136 H 5.267 5.570 -3.672  C214 1.090
137 H 3.529 -5.078 -2.581  C21 1.090
138 H 2.303 -8.916 0.233  C258 1.090
139 H -1.798 -4.390 -1.298  C241 1.090
140 H 0.323 -5.134 -4.660  C8 1.090
141 H -4.329 0.819 1.983  C66 1.090
142 H -5.678 -3.413 -3.463  C255 1.090
143 O 3.285 -1.664 -7.548  C79 1.240
144 H -2.419 -1.044 4.231  C226 1.090
145 H 3.362 -11.249 -1.710  C219 1.090
146 H 0.533 -2.049 -4.483  C51 1.090
147 C 6.777 -6.083 -1.818  H46 1.090, H201 1.090, N272 1.461, H283 1.090
148 H -1.641 7.641 0.203  C81 1.090
149 H -6.558 0.229 -1.938  C5 1.090
150 N -0.206 5.951 4.652  C93 1.511, C252 1.421, C274 1.498
151 C -6.466 6.907 1.996  N70 1.452, H97 1.090, C125 1.487, H180 1.090
152 H 4.772 -8.805 -0.848  C257 1.090
153 N -1.985 -7.046 -0.727  H10 1.010, C43 1.310, C176 1.454
154 H 2.937 5.583 5.498  C275 1.090
155 O -1.562 -7.213 -2.844  C43 1.223
156 N -5.796 -3.421 -1.291  C11 1.486, C39 1.422, C255 1.429
157 H 1.433 -0.763 -3.744  C51 1.090
158 H 1.222 7.346 5.338  C252 1.090
159 H -8.001 -3.083 -3.788  C297 1.090
160 C -7.086 4.755 -2.033  H18 1.090, C106 1.495, H215 1.090, H282 1.090
161 H -4.380 -2.078 5.949  C40 1.090
162 H -0.737 -3.503 5.624  N27 1.010
163 H -6.503 3.670 4.299  C223 1.090
164 H 1.348 1.519 5.746  C266 1.090
165 H -1.711 -5.877 8.208  C1 1.090
166 H -2.198 -9.058 -0.109  C176 1.090
167 H 0.980 -6.476 -5.712  C8 1.090
168 H 4.668 -9.312 -2.530  C257 1.090
169 H 3.385 -7.666 0.347  C258 1.090
170 H 1.900 0.835 -7.526  C198 1.090
171 H 0.904 -8.333 -2.303  C245 1.090
172 H 2.303 1.272 -3.175  C239 1.090
173 O 2.883 -0.166 2.440  C300 1.172
174 C -4.935 -1.945 3.853  N14 1.483, C40 1.576, H65 1.090, H129 1.090
175 H -5.005 4.906 -2.134  C106 1.090
176 C -2.745 -8.283 -0.648  H41 1.090, N153 1.454, H166 1.090, H298 1.090
177 C 5.605 -0.976 1.871  H57 1.090, H204 1.090, H268 1.090, N317 1.413
178 H 6.733 6.102 -5.719  C228 1.090
179 C -5.640 3.542 -4.519  C83 1.540, H181 1.090, H270 1.090, N278 1.420
180 H -7.412 6.612 2.449  C151 1.090
181 H -5.292 2.729 -5.157  C179 1.090
182 O 2.524 -4.384 -6.783  C62 1.218
183 H 6.342 1.227 -2.002  C260 1.090
184 C -0.726 8.394 4.155  H60 1.090, H117 1.090, H246 1.090, C274 1.546
185 H 2.277 -8.577 -4.414  C38 1.090
186 H 2.636 2.427 1.992  C102 1.090
187 H 0.242 6.240 0.804  C299 1.090
188 H 2.858 -10.220 -3.872  C38 1.090
189 H -1.076 -1.839 2.452  C302 1.090
190 H -5.539 3.651 -1.140  C106 1.090
191 H -1.989 -4.258 7.587  C1 1.090
192 H -3.905 -1.514 -3.024  C45 1.090
193 H -3.759 4.591 -4.421  C83 1.090
194 C -1.299 1.911 -3.497  O78 1.192, N264 1.335, C293 1.492
195 H 3.918 0.572 -3.808  C239 1.090
196 H 3.357 -2.816 5.530  C238 1.090
197 H 6.930 -3.062 -2.471  C74 1.090
198 C 1.413 -0.124 -7.702  H24 1.090, H36 1.090, C79 1.552, H170 1.090
199 C -0.415 -0.655 7.570  C22 1.479, N108 1.479, H224 1.090, H277 1.090
200 H 2.125 -2.123 4.568  C238 1.090
201 H 6.228 -7.021 -1.893  C147 1.090
202 H -4.555 -3.698 5.334  C40 1.090
203 H 3.513 3.864 -1.041  C32 1.090
204 H 6.671 -0.886 2.076  C177 1.090
205 C -5.704 4.734 2.686  N70 1.448, H99 1.090, H122 1.090, C223 1.523
206 C -6.387 1.869 -3.077  C5 1.517, H91 1.090, N278 1.443, H313 1.090
207 C 1.262 -2.120 -0.188  H29 1.090, C132 1.448, H234 1.090, H291 1.090
208 O -0.842 -6.622 5.944  C84 1.191
209 N 6.814 4.524 -2.571  C47 1.463, C214 1.452, C311 1.488
210 H -2.492 -2.712 2.646  C302 1.090
211 H -5.290 -1.371 -0.752  C11 1.090
212 H 3.703 -4.182 -4.792  N59 1.010
213 H -0.667 0.143 -1.566  N94 1.010
214 C 6.346 5.447 -3.590  H64 1.090, H136 1.090, N209 1.452, C228 1.565
215 H -6.979 5.783 -1.686  C160 1.090
216 H 0.565 -7.326 -0.380  C290 1.090
217 H 5.783 0.944 2.558  N317 1.010
218 H 1.371 -6.433 0.855  C290 1.090
219 C 3.902 -10.623 -1.000  H58 1.090, H145 1.090, H240 1.090, C257 1.557
220 H -1.003 4.894 6.204  C93 1.090
221 H -2.386 0.243 3.037  C226 1.090
222 C -1.795 3.965 4.353  H68 1.090, C93 1.514, H126 1.090, H131 1.090
223 C -6.895 4.370 3.562  H98 1.090, H116 1.090, H163 1.090, C205 1.523
224 H -1.291 -0.102 7.231  C199 1.090
225 H 5.467 -4.183 2.142  N67 1.010
226 C -2.808 -0.737 3.260  N14 1.449, H144 1.090, H221 1.090, C302 1.513
227 H -0.216 -4.926 -1.248  C241 1.090
228 C 6.969 5.301 -5.018  H17 1.090, H75 1.090, H178 1.090, C214 1.565
229 H 8.609 4.319 -1.261  C47 1.090
230 H 2.961 -1.988 -5.380  N128 1.010
231 H -2.058 6.752 4.168  C274 1.090
232 H 7.179 -5.750 3.502  C86 1.090
233 H -2.837 3.232 -3.119  N264 1.010
234 H 1.039 -1.977 0.869  C207 1.090
235 H -1.357 6.741 -1.274  C81 1.090
236 C 3.033 -4.509 2.124  H96 1.090, C134 1.499, H276 1.090, H307 1.090
237 C -1.086 4.163 -2.534  H103 1.090, N264 1.459, H288 1.090, H308 1.090
238 C 2.274 -2.708 5.476  C31 1.540, H196 1.090, H200 1.090, H304 1.090
239 C 3.314 1.440 -3.544  H112 1.090, H172 1.090, H195 1.090, C279 1.547
240 H 3.403 -10.620 -0.031  C219 1.090
241 C -1.120 -5.044 -1.846  C43 1.533, H139 1.090, H227 1.090, H256 1.090
242 H -3.963 4.096 0.225  C9 1.090
243 H -6.825 0.500 2.676  C12 1.090
244 H -7.393 8.617 1.136  C125 1.090
245 C 1.742 -9.028 -2.345  C38 1.583, N127 1.499, H171 1.090, H254 1.090
246 H -0.182 8.168 3.237  C184 1.090
247 H -2.935 0.546 -3.426  C293 1.090
248 H 2.351 -1.183 6.900  C31 1.090
249 H -5.951 1.490 -0.938  C5 1.090
250 H -3.088 4.465 1.537  C9 1.090
251 H -3.876 6.511 1.964  C13 1.090
252 C 0.996 6.279 5.336  N150 1.421, H158 1.090, C275 1.505, H318 1.090
253 H 2.609 4.749 -5.896  C306 1.090
254 H 1.424 -9.862 -1.719  C245 1.090
255 C -6.348 -3.492 -2.607  H73 1.090, H142 1.090, N156 1.429, C297 1.540
256 H -0.966 -4.723 -2.876  C241 1.090
257 C 4.099 -9.204 -1.607  N127 1.470, H152 1.090, H168 1.090, C219 1.557
258 C 2.534 -7.972 -0.261  N127 1.407, H138 1.090, H169 1.090, C290 1.510
259 C 1.762 7.269 -2.082  H54 1.090, C77 1.517, H114 1.090, N285 1.519
260 C 6.895 2.124 -1.724  H30 1.090, H183 1.090, C311 1.599, H312 1.090
261 H 1.790 -6.030 -0.791  C290 1.090
262 H 1.636 -2.764 7.461  C31 1.090
263 H 2.147 4.368 -2.162  C32 1.090
264 N -1.858 3.015 -2.995  C194 1.335, H233 1.010, C237 1.459
265 H 3.374 7.928 -0.754  C77 1.090
266 C 1.304 0.675 5.058  H20 1.090, C72 1.603, H113 1.090, H164 1.090
267 H -8.500 -4.577 -0.696  C280 1.090
268 H 5.491 -1.229 0.817  C177 1.090
269 H -0.809 -0.102 5.221  C72 1.090
270 H -6.673 3.750 -4.795  C179 1.090
271 H -0.962 -5.139 3.405  C76 1.090
272 N 6.259 -5.193 -0.781  C28 1.339, H123 1.010, C147 1.461
273 H 1.258 2.482 -4.617  N292 1.010
274 C -1.205 7.060 4.772  H120 1.090, N150 1.498, C184 1.546, H231 1.090
275 C 2.169 5.563 4.724  H33 1.090, H154 1.090, C252 1.505, H316 1.090
276 H 1.963 -4.621 2.299  C236 1.090
277 H 0.352 -0.178 8.180  C199 1.090
278 N -5.525 3.019 -3.203  C106 1.556, C179 1.420, C206 1.443
279 C 3.282 2.378 -4.774  C239 1.547, O289 1.245, N292 1.328
280 C -7.572 -4.646 -0.128  C39 1.536, H95 1.090, H267 1.090, H314 1.090
281 H 7.394 2.839 -3.783  C311 1.090
282 H -7.735 4.285 -1.294  C160 1.090
283 H 7.773 -6.410 -1.522  C147 1.090
284 H -0.022 -2.256 8.860  C22 1.090
285 N 1.112 6.320 -1.090  C25 1.529, C259 1.519, C299 1.468
286 H 9.372 6.267 -1.022  C7 1.090
287 H 1.834 -4.537 -2.835  C21 1.090
288 H -0.014 3.984 -2.446  C237 1.090
289 O 4.358 2.683 -5.321  C279 1.245
290 C 1.520 -6.860 -0.137  H216 1.090, H218 1.090, C258 1.510, H261 1.090
291 H 2.138 -1.478 -0.273  C207 1.090
292 N 2.089 2.926 -4.980  H273 1.010, C279 1.328, C306 1.467
293 C -2.251 0.972 -4.159  H49 1.090, H124 1.090, C194 1.492, H247 1.090
294 H -0.052 -5.240 -6.347  C8 1.090
295 H 0.448 -0.412 -5.124  C51 1.090
296 H -4.815 0.701 -2.087  C5 1.090
297 C -7.513 -2.553 -2.969  H48 1.090, H159 1.090, C255 1.540, H301 1.090
298 H -3.585 -8.052 0.007  C176 1.090
299 C 0.401 6.975 0.015  C81 1.544, H100 1.090, H187 1.090, N285 1.468
300 C 3.787 0.575 2.357  C102 1.468, O173 1.172, N317 1.350
301 H -8.274 -2.363 -2.212  C297 1.090
302 C -2.152 -1.728 2.323  H115 1.090, H189 1.090, H210 1.090, C226 1.513
303 H -5.134 5.577 -4.165  C83 1.090
304 H 1.751 -3.653 5.328  C238 1.090
305 H 0.938 4.592 -5.869  C306 1.090
306 C 1.837 3.983 -5.965  H89 1.090, H253 1.090, N292 1.467, H305 1.090
307 H 3.328 -4.830 1.125  C236 1.090
308 H -1.434 4.661 -1.629  C237 1.090
309 H 5.884 -5.945 4.597  C86 1.090
310 H 0.126 -3.878 3.538  C76 1.090
311 C 6.703 3.097 -2.979  H55 1.090, N209 1.488, C260 1.599, H281 1.090
312 H 6.419 2.533 -0.833  C260 1.090
313 H -7.394 2.255 -2.922  C206 1.090
314 H -6.965 -5.457 -0.529  C280 1.090
315 O 3.512 -5.702 4.090  C134 1.211
316 H 2.010 4.519 4.452  C275 1.090
317 N 5.097 0.306 2.179  C177 1.413, H217 1.010, C300 1.350
318 H 0.904 5.895 6.351  C252 1.090